Entry from OMol25: a cluster of 11 separate species, C44H121N11O11 in total at a distorted geometry (wB97M-V/def2-TZVPD).

Results
* SMILES: COC[C@H](C)N.COC[C@H](C)N.COC[C@H](C)N.COC[C@H](C)N.COC[C@H](C)N.COC[C@H](C)N.COC[C@H](C)N.COC[C@H](C)N.COC[C@H](C)N.COC[C@H](C)N.COC[C@H](C)N
* frontier orbital gap: 9.278 eV
* max |F|: 2.523 eV/Å
* relative energy (zero: lowest compared OMol25 entry of this formula, charge and spin): 85.5 kcal/mol

Positions of all 187 atoms, in Å:
C (2.5780, 11.0324, -8.4995)
C (2.8118, 10.1705, -7.2895)
C (2.6021, 10.8943, -5.9404)
O (3.5848, 11.8567, -5.7302)
C (3.5459, 12.5013, -4.4786)
N (2.1226, 8.8822, -7.3545)
H (2.7693, 10.5245, -9.4438)
H (3.2723, 11.8787, -8.5264)
H (1.5977, 11.5208, -8.5077)
H (3.8843, 9.9256, -7.2863)
H (2.6203, 10.0812, -5.2079)
H (1.5840, 11.2974, -6.0587)
H (4.4884, 12.9473, -4.1589)
H (3.2229, 11.8729, -3.6450)
H (2.8626, 13.3471, -4.6147)
H (1.1368, 9.0407, -7.1189)
H (2.4251, 8.4031, -6.5039)
C (12.2862, 15.3287, 4.0490)
C (13.5211, 16.2327, 4.0906)
C (13.9680, 16.8593, 2.7792)
O (12.8944, 17.6427, 2.2393)
C (13.1805, 18.1588, 0.9396)
N (13.1957, 17.2651, 5.0823)
H (11.4402, 15.8841, 3.6390)
H (12.1068, 15.0025, 5.0702)
H (12.3997, 14.4471, 3.4171)
H (14.3262, 15.6339, 4.5311)
H (14.2255, 16.0787, 2.0516)
H (14.8515, 17.4928, 2.8872)
H (12.2873, 18.2757, 0.3334)
H (13.8258, 17.4422, 0.4172)
H (13.7728, 19.0694, 1.0503)
H (12.3849, 17.7362, 4.6791)
H (13.8682, 18.0195, 5.1766)
C (1.5816, 19.2569, -3.5103)
C (2.5377, 18.9030, -4.6463)
C (3.2632, 17.5778, -4.4239)
O (4.4972, 17.6809, -5.1125)
C (5.3497, 16.5594, -5.2676)
N (1.8006, 18.9047, -5.9150)
H (1.1836, 20.2579, -3.6601)
H (2.1200, 19.3074, -2.5610)
H (0.8114, 18.4844, -3.4370)
H (3.2497, 19.7316, -4.6174)
H (2.5801, 16.8121, -4.8100)
H (3.3765, 17.3628, -3.3575)
H (4.9342, 15.6677, -4.7903)
H (6.3148, 16.8266, -4.8267)
H (5.5232, 16.3878, -6.3318)
H (2.4548, 18.6682, -6.6555)
H (1.1199, 18.1516, -5.8813)
C (13.1125, 12.3906, -4.1290)
C (13.7949, 13.2120, -2.9844)
C (15.2948, 13.1279, -3.0966)
O (15.8565, 13.1564, -1.7861)
C (17.2172, 12.8137, -1.7495)
N (13.3062, 14.5741, -3.1927)
H (12.0349, 12.2943, -4.0312)
H (13.6601, 11.4510, -4.2586)
H (13.2943, 12.9254, -5.0634)
H (13.4526, 12.7432, -2.0568)
H (15.7587, 13.9543, -3.6516)
H (15.6658, 12.2128, -3.5761)
H (17.3497, 11.7536, -1.9955)
H (17.6328, 13.0758, -0.7810)
H (17.7775, 13.3716, -2.5128)
H (12.3686, 14.7904, -2.8991)
H (13.9972, 15.2983, -3.1062)
C (12.8525, 12.5993, 1.2800)
C (12.7039, 11.1050, 1.0432)
C (13.9991, 10.3987, 1.4385)
O (13.8058, 8.9775, 1.4126)
C (14.0110, 8.4476, 0.0947)
N (11.5154, 10.6170, 1.7489)
H (11.9045, 13.1440, 1.2701)
H (13.4716, 13.1506, 0.5666)
H (13.3037, 12.8660, 2.2425)
H (12.5406, 11.0214, -0.0383)
H (14.1392, 10.6117, 2.5025)
H (14.8930, 10.7036, 0.8943)
H (14.4477, 7.4564, 0.1805)
H (14.6140, 9.1012, -0.5353)
H (13.0218, 8.3598, -0.3617)
H (11.5897, 11.0930, 2.6456)
H (11.5255, 9.6178, 1.9058)
C (9.7010, 19.0294, 4.2399)
C (9.0195, 19.4305, 2.9041)
C (9.6264, 20.7038, 2.3244)
O (9.4949, 21.7693, 3.2592)
C (9.9726, 22.9686, 2.7050)
N (9.1292, 18.2905, 1.9666)
H (10.5989, 18.4376, 4.0321)
H (8.9866, 18.4906, 4.8556)
H (10.1423, 19.8883, 4.7562)
H (8.0040, 19.6078, 3.2699)
H (9.0785, 21.0340, 1.4378)
H (10.6814, 20.4584, 2.1383)
H (11.0751, 22.9785, 2.7084)
H (9.5730, 23.8092, 3.2660)
H (9.8071, 23.1172, 1.6293)
H (8.3186, 17.6763, 2.0609)
H (9.9337, 17.7803, 2.3044)
C (6.5865, 17.9036, -8.8726)
C (7.7781, 16.9890, -9.2111)
C (7.9424, 15.6952, -8.4151)
O (8.1465, 15.8969, -7.0369)
C (8.7104, 14.7624, -6.3788)
N (7.8520, 16.7444, -10.6657)
H (5.5949, 17.4678, -8.9758)
H (6.6719, 18.7024, -9.6080)
H (6.7998, 18.2723, -7.8695)
H (8.7110, 17.5206, -8.9887)
H (8.8301, 15.2222, -8.8528)
H (7.0422, 15.0869, -8.5863)
H (7.9366, 13.9841, -6.3283)
H (8.8062, 15.1084, -5.3513)
H (9.5536, 14.3780, -6.9523)
H (8.7939, 16.4057, -10.8567)
H (7.2828, 15.9234, -10.8813)
C (11.7476, 17.3990, -3.7875)
C (10.4644, 17.9921, -4.3363)
C (10.1994, 19.4677, -4.1269)
O (9.6879, 19.9429, -2.8626)
C (9.6070, 19.0347, -1.7905)
N (10.4774, 17.8181, -5.8119)
H (12.6249, 17.8201, -4.2814)
H (11.7957, 16.3357, -4.0569)
H (11.8044, 17.3620, -2.6995)
H (9.6161, 17.3348, -4.1035)
H (9.3857, 19.7594, -4.8009)
H (10.9833, 20.1768, -4.4032)
H (10.5981, 18.7557, -1.4028)
H (9.1240, 18.1093, -2.1189)
H (9.1005, 19.4793, -0.9369)
H (10.9606, 16.9685, -6.0784)
H (9.5246, 17.6890, -6.1337)
C (4.4526, 17.8107, 2.9292)
C (5.0738, 17.0108, 1.7880)
C (5.1654, 17.6414, 0.4010)
O (4.1206, 17.2313, -0.4513)
C (4.5657, 16.1339, -1.2505)
N (6.4180, 16.6212, 2.1932)
H (3.4101, 18.0952, 2.8026)
H (5.0896, 18.6597, 3.1951)
H (4.4871, 17.2272, 3.8555)
H (4.5763, 16.0266, 1.7541)
H (6.1352, 17.4586, -0.0734)
H (5.1360, 18.7261, 0.5580)
H (5.0438, 15.3384, -0.6752)
H (5.2655, 16.5291, -1.9950)
H (3.6610, 15.7736, -1.7388)
H (6.7998, 15.8667, 1.6423)
H (6.4321, 16.2036, 3.1192)
C (7.0753, 11.2861, 2.1019)
C (6.2538, 12.2357, 1.2363)
C (4.7553, 11.9953, 1.2449)
O (4.1113, 12.8685, 0.3333)
C (2.8006, 12.5298, -0.0521)
N (6.5416, 13.6024, 1.7083)
H (6.8100, 10.2610, 1.8155)
H (6.7786, 11.3412, 3.1500)
H (8.1471, 11.4051, 1.9622)
H (6.6170, 12.1699, 0.1984)
H (4.4045, 12.3449, 2.2247)
H (4.5667, 10.9321, 1.0735)
H (2.8891, 11.8940, -0.9426)
H (2.1565, 13.3587, -0.3396)
H (2.2910, 11.9410, 0.7163)
H (7.5433, 13.6915, 1.5431)
H (6.1222, 14.2353, 1.0275)
C (11.0276, 15.6997, 0.1315)
C (9.9557, 14.6926, -0.2367)
C (8.7049, 15.4386, -0.7289)
O (7.6609, 14.6241, -1.2204)
C (7.5515, 14.5357, -2.6303)
N (10.4503, 13.8546, -1.3568)
H (10.6643, 16.3362, 0.9438)
H (11.1929, 16.3231, -0.7515)
H (12.0045, 15.3835, 0.4983)
H (9.6121, 14.1911, 0.6786)
H (8.9606, 16.2979, -1.3589)
H (8.2669, 15.9296, 0.1467)
H (6.6081, 14.0339, -2.8352)
H (8.3893, 13.9776, -3.0586)
H (7.5554, 15.5063, -3.1377)
H (11.1420, 13.1781, -1.0486)
H (9.5689, 13.3652, -1.5188)

Atomic forces in eV per Å
C 0.07 1.04 -0.35
C 1.68 0.03 0.14
C -0.76 -0.78 -1.34
O 0.95 -0.26 0.10
C -0.82 0.86 0.00
N -0.63 0.28 1.05
H -0.33 -0.34 0.13
H 0.10 -0.09 0.36
H -0.18 -0.40 -0.08
H -0.08 -0.06 -0.12
H -0.03 0.34 0.51
H -0.02 0.35 0.76
H 0.37 -0.33 -0.60
H -0.20 -0.23 -0.20
H -0.22 0.01 0.56
H 0.02 0.01 -0.51
H 0.13 -0.39 -0.37
C 0.27 0.12 -0.62
C 0.27 0.35 0.84
C -0.65 -0.27 -0.81
O -0.22 -0.28 -0.11
C 1.01 -0.67 0.54
N -0.82 0.44 -0.10
H -0.13 0.01 0.27
H -0.28 0.05 -0.03
H 0.22 0.05 -0.01
H 0.24 0.10 -0.40
H 0.03 -0.10 -0.05
H 0.12 0.04 0.32
H -0.24 0.28 0.37
H -0.06 -0.02 -0.17
H -0.26 0.28 -0.23
H 0.00 0.03 0.42
H 0.42 -0.34 -0.18
C 0.36 -0.40 0.14
C -0.40 0.44 0.50
C -0.04 0.34 0.21
O -0.27 0.10 -0.19
C -0.26 0.37 0.18
N 0.41 0.22 0.01
H -0.40 -0.18 -0.24
H 0.02 -0.26 0.00
H -0.28 0.30 0.14
H 0.32 -0.28 -0.54
H 0.31 -0.37 -0.28
H 0.39 0.13 0.06
H 0.10 -0.06 -0.03
H -0.01 -0.25 0.08
H -0.10 -0.16 0.04
H -0.10 0.05 -0.07
H -0.05 0.06 -0.07
C 1.49 0.16 -0.21
C -1.77 -0.14 -1.79
C 1.17 -0.10 0.75
O -0.36 0.18 0.52
C 0.07 0.18 -0.83
N 0.68 -0.20 0.01
H 0.02 -0.21 0.30
H -0.65 -0.36 0.22
H -0.07 0.15 0.02
H 0.37 0.25 0.34
H -0.42 0.11 -0.25
H -0.46 -0.13 -0.13
H 0.09 -0.08 0.27
H -0.13 -0.20 0.12
H 0.04 0.09 0.06
H 0.12 -0.06 0.40
H -0.22 0.17 0.41
C 0.06 1.14 0.35
C 0.22 0.59 -0.99
C -1.04 -0.86 1.14
O 1.09 0.36 -0.82
C -1.01 0.06 0.53
N 0.44 0.92 0.19
H -0.22 -0.38 -0.05
H 0.14 -0.50 -0.31
H -0.02 -0.45 0.17
H -0.02 -0.44 -0.02
H 0.23 0.15 0.00
H -0.07 0.07 -0.25
H 0.13 0.01 0.00
H 0.22 -0.02 0.10
H 0.08 -0.15 -0.34
H -0.51 -0.46 0.22
H 0.29 -0.05 -0.02
C 0.89 0.73 -0.50
C 0.21 -0.51 1.38
C -0.52 -0.34 0.53
O -0.09 -0.11 -0.41
C 1.12 0.18 -0.23
N -0.28 0.70 0.11
H -0.26 -0.39 -0.06
H 0.26 -0.12 0.21
H -0.64 0.09 0.23
H -0.31 0.14 -0.95
H 0.33 -0.44 -0.39
H 0.05 0.38 -0.37
H -0.02 0.13 0.54
H 0.05 -0.03 0.03
H -0.86 -0.27 0.09
H -0.04 0.22 -0.02
H 0.12 -0.28 -0.30
C 1.35 -0.27 -0.22
C 0.38 0.36 0.00
C -0.46 0.04 -0.43
O 0.24 0.35 -0.15
C -1.88 0.46 -0.28
N 0.04 -0.90 0.35
H 0.06 -0.30 0.19
H -0.20 0.27 0.25
H -0.61 0.19 0.06
H -0.28 0.46 0.09
H -0.10 -0.39 0.07
H 0.15 -0.36 0.05
H 0.15 -0.24 -0.16
H 0.99 -0.26 -0.02
H 0.45 0.09 0.56
H -0.03 0.22 -0.17
H -0.22 0.28 -0.12
C -0.11 -0.91 -0.11
C 0.01 -0.94 -1.29
C -1.57 1.17 0.41
O 0.22 -0.15 0.39
C 0.66 -0.36 -0.17
N 0.38 0.37 -0.46
H 0.02 0.42 0.38
H -0.24 0.18 -0.20
H 0.19 0.60 -0.02
H -0.01 0.55 1.27
H 0.07 -0.37 -0.28
H 0.65 -0.70 0.02
H 0.06 0.00 -0.11
H -0.23 0.12 0.31
H -0.33 0.11 -0.26
H 0.10 0.00 0.17
H 0.02 0.11 -0.13
C 0.47 -0.01 0.42
C 0.24 -1.95 0.55
C -0.24 0.84 0.56
O 0.32 -0.26 -0.05
C -0.62 0.73 -0.02
N 1.58 0.54 0.89
H 0.10 0.17 -0.35
H -0.23 0.31 -0.44
H -0.12 -0.33 -0.20
H -0.87 0.50 -0.61
H 0.06 -0.26 0.17
H -0.28 0.02 -0.33
H -0.10 -0.03 0.08
H 0.09 -0.26 -0.11
H 0.18 -0.29 -0.11
H -0.25 0.18 -0.43
H -0.29 0.25 0.10
C -1.24 -0.98 -0.27
C 0.64 0.59 -0.35
C 0.09 0.62 0.85
O 0.33 0.70 -0.53
C 0.17 -1.33 -0.35
N 0.01 -0.08 -0.42
H 0.29 -0.02 -0.10
H 0.25 0.39 0.07
H 0.01 0.18 0.10
H -0.22 -0.34 -0.02
H -0.05 -0.74 0.29
H -0.32 0.04 -0.14
H -0.28 -0.14 0.01
H 0.48 0.48 0.32
H -0.04 0.13 0.10
H -0.02 0.31 0.23
H -0.08 -0.10 0.08
C -0.41 1.04 0.33
C 0.83 0.54 -0.40
C -0.01 0.86 1.06
O 0.20 -0.08 -0.37
C 0.28 -0.08 -0.09
N -1.49 0.07 0.76
H -0.08 0.18 -0.20
H 0.12 0.09 0.11
H -0.14 -0.74 -0.26
H 0.34 -0.71 -0.17
H 0.01 -0.49 -0.56
H 0.16 0.03 0.15
H 0.02 -0.06 -0.07
H -0.12 -0.16 -0.07
H -0.13 0.20 0.30
H -0.11 -0.03 0.17
H 0.65 -0.79 -0.70

Mulliken atomic charge list, values in e, 6 entries: C -1.374; C 0.477; C -0.650; O -0.230; C -0.358; N -0.734